# 1
102
Properties=species:S:1:pos:R:3 method="wB97M-V/def2-TZVPD" charge=0 multiplicity=1 e_homo_ev=-8.9
C 0.8760 -5.7526 -0.3808
C 1.0897 -4.9086 -1.6330
O 0.7954 -5.6706 -2.8056
C 0.1298 -3.7330 -1.6746
O 0.5019 -2.6703 -0.7863
C 1.3621 -1.7640 -1.3998
C 2.7467 -1.8931 -1.0887
C 3.6665 -1.0590 -1.6302
C 3.1988 -0.0522 -2.5071
N 3.9490 0.8623 -3.1304
S 2.9620 1.7881 -3.9727
N 1.5396 1.1044 -3.6218
C 1.8189 0.0930 -2.8046
C 0.8844 -0.8059 -2.2262
H -0.1825 -5.9795 -0.3025
H 1.2064 -5.1924 0.4901
H 1.4499 -6.6702 -0.4663
H 2.1259 -4.5748 -1.6795
H 1.5984 -6.1083 -3.0953
H 0.0507 -3.3918 -2.7046
H -0.8681 -4.0533 -1.3789
H 3.0433 -2.6750 -0.4089
H 4.7081 -1.1708 -1.3780
H -0.1725 -0.7413 -2.4258
C 6.3927 3.2107 -4.0118
C 6.4725 4.2941 -5.0547
C 7.4438 5.4131 -4.7622
O 6.8627 6.5093 -5.4822
C 5.5260 6.2860 -5.5572
O 4.7281 7.0802 -5.9293
O 5.2349 5.0270 -5.1427
H 5.5803 2.5212 -4.2339
H 7.3234 2.6451 -3.9731
H 6.1967 3.6337 -3.0255
H 6.6677 3.8614 -6.0405
H 8.4531 5.2183 -5.1160
H 7.4714 5.6730 -3.7013
C -2.1912 3.4475 1.5830
C -1.0855 3.1841 0.5948
C -1.4492 2.2724 -0.5539
O -0.1705 1.7056 -0.8897
C 0.5864 1.7151 0.2228
O 1.6304 1.1492 0.3205
O -0.0028 2.4413 1.2002
H -1.8127 4.0002 2.4425
H -2.9843 4.0303 1.1155
H -2.6121 2.5113 1.9522
H -0.6676 4.1259 0.2274
H -1.8704 2.7935 -1.4101
H -2.1148 1.4647 -0.2522
C -3.3798 -3.7789 2.1888
C -3.2386 -2.7993 1.0535
C -2.1363 -1.7800 1.2012
O -2.6436 -0.6906 0.4015
C -3.9895 -0.7685 0.4160
O -4.7158 0.0856 0.0088
O -4.3976 -1.9362 0.9539
H -4.2726 -4.3900 2.0507
H -2.5113 -4.4352 2.2331
H -3.4789 -3.2697 3.1430
H -3.1463 -3.3313 0.1017
H -1.1767 -2.1209 0.8189
H -2.0165 -1.4267 2.2253
C -7.4522 0.7860 -1.8905
C -6.9894 -0.0047 -3.0831
C -5.7393 0.5109 -3.7540
O -5.9063 0.0403 -5.0994
C -7.2390 -0.0735 -5.3299
O -7.7257 -0.2686 -6.3939
O -7.9315 0.0692 -4.1726
H -8.4225 0.4283 -1.5458
H -6.7337 0.6894 -1.0786
H -7.5670 1.8422 -2.1404
H -6.8776 -1.0602 -2.8184
H -4.8217 0.1181 -3.3233
H -5.6972 1.6025 -3.7722
C 3.7814 2.1536 4.0997
C 4.8324 1.8851 3.0543
C 4.3823 1.0346 1.8927
O 5.6204 0.4331 1.4718
C 6.4322 0.3691 2.5537
O 7.4572 -0.2290 2.5966
O 5.9086 1.0831 3.5820
H 4.2183 2.6604 4.9601
H 2.9913 2.7810 3.6875
H 3.3409 1.2216 4.4555
H 5.2674 2.8251 2.7015
H 3.9345 1.5998 1.0818
H 3.6975 0.2402 2.1949
C -3.6394 -1.0467 8.1573
C -3.4362 -1.4488 6.7200
C -3.2288 -2.9254 6.4799
O -2.4552 -2.9250 5.2680
C -1.7668 -1.7556 5.2300
O -0.9074 -1.5104 4.4475
O -2.2048 -0.9139 6.1923
H -3.6491 0.0383 8.2520
H -4.5866 -1.4367 8.5289
H -2.8308 -1.4235 8.7847
H -4.2512 -1.0668 6.0983
H -4.1546 -3.4778 6.3389
H -2.6362 -3.3990 7.2653

# 2
95
Properties=species:S:1:pos:R:3 method="wB97M-V/def2-TZVPD" charge=-2 multiplicity=1 de_lowest_kcal_mol=63.57 e_homo_ev=-1.5
Pb -0.1878 1.2159 0.4017
S 1.4257 3.8764 4.4564
C 1.2795 2.2109 4.8002
C 0.9671 1.3365 3.8166
C 0.7923 2.0177 2.5692
C 1.0444 3.3708 2.6664
C 1.0340 4.2109 1.4732
C 1.7649 5.3624 1.5101
C 1.8672 6.1357 0.3445
C 1.3409 5.6495 -0.8344
C 0.7032 4.3968 -0.7977
N 0.4608 3.7655 0.3219
H 1.4498 1.9394 5.8119
H 0.9829 0.3176 4.0542
H 2.3097 5.7648 2.4260
H 2.5485 7.0273 0.3266
H 1.2630 6.2235 -1.7824
H 0.2988 4.0614 -1.7754
C -0.5236 -2.6539 -0.7311
Si -1.6172 -1.9896 0.7225
C -2.4747 -3.5582 1.3105
C -0.2668 -1.9337 2.0770
C -2.5132 -0.4491 0.3337
Si -3.1404 -0.4638 -1.4900
C -4.6223 -1.5821 -1.6781
C -2.1748 -1.0124 -3.0072
C -3.7112 1.3045 -1.9027
Si -3.4260 0.3240 1.7829
C -5.2627 -0.0621 1.9099
C -2.7493 -0.0272 3.5571
C -3.5982 2.2300 1.5184
C -4.7392 2.9735 1.1228
C -4.7311 4.3339 1.1768
C -3.5225 4.9464 1.6347
C -2.4362 4.1523 1.9838
N -2.4289 2.8160 1.9301
H 0.1251 -1.8317 -1.1581
H -0.9827 -3.3045 -1.5049
H 0.2163 -3.2020 -0.1523
H -3.5504 -3.5398 1.2091
H -2.2519 -3.7563 2.3951
H -2.1272 -4.3731 0.6549
H 0.2953 -2.8171 2.0702
H -0.7798 -1.7688 3.0104
H 0.5237 -1.1609 1.8511
H -4.3703 -2.6491 -1.7214
H -5.2019 -1.3984 -2.6118
H -5.2890 -1.4566 -0.8079
H -2.1113 -2.0626 -3.1835
H -1.1845 -0.5445 -3.2213
H -2.7747 -0.6307 -3.9121
H -4.4090 1.6759 -1.1111
H -4.0363 1.4371 -2.9059
H -2.7393 1.8849 -1.9398
H -5.5205 -1.0779 2.1306
H -5.6455 0.0874 0.8768
H -5.8185 0.5164 2.6354
H -3.5429 0.4197 4.2115
H -1.8372 0.5038 3.8639
H -2.4988 -1.1084 3.8516
H -5.6674 2.3813 0.9094
H -5.6473 4.9500 0.7892
H -3.6251 6.0289 1.7861
H -1.5129 4.5550 2.3405
O 6.6309 1.0703 -2.4995
C 6.4073 0.2144 -1.6210
O 7.1127 -0.6110 -0.9876
C 4.8997 0.1757 -1.1677
C 4.5310 -0.5288 0.0670
C 3.2026 -0.4459 0.5276
N 2.2252 0.1108 -0.2094
C 2.5835 0.8465 -1.3141
C 3.9117 0.9855 -1.7380
C 1.4518 1.4965 -2.1274
O 1.7513 2.2554 -3.0360
O 0.2219 1.1824 -1.8841
H 5.1701 -1.2782 0.5646
H 2.8834 -1.0261 1.3936
H 4.0761 1.7141 -2.5501
C 2.7178 -6.1390 -3.8460
O 3.4552 -4.9666 -3.4747
P 2.9460 -3.8196 -2.4498
O 2.5543 -4.8283 -1.1895
C 2.7847 -4.5779 0.2025
O 4.4757 -3.2971 -2.0357
C 5.3777 -2.9809 -3.0321
H 1.6408 -6.0017 -3.7042
H 3.1991 -7.0067 -3.3581
H 2.9372 -6.3237 -4.8906
H 2.1267 -5.2500 0.7738
H 2.5163 -3.5007 0.4493
H 3.8181 -4.8518 0.4414
H 5.6096 -1.9151 -2.8975
H 5.0081 -3.2137 -3.9805
H 6.3305 -3.4778 -2.8221

# 3
84
Properties=species:S:1:pos:R:3 method="wB97M-V/def2-TZVPD" charge=+2 multiplicity=2 de_lowest_kcal_mol=36.53 e_homo_ev="-12.2 / -11.6"
P -0.0443 -1.7260 -5.0992
P 0.1057 2.1300 -4.9806
C -0.4090 -0.3863 -6.3291
C 0.3913 0.9382 -6.4006
H -1.4981 -0.1927 -6.3083
H -0.2118 -0.9078 -7.2870
H 1.4770 0.7377 -6.4797
H 0.1043 1.4858 -7.3153
C -1.5010 2.8272 -5.5018
H -1.8362 3.4906 -4.6962
H -2.2561 2.0387 -5.6444
H -1.3864 3.3978 -6.4343
C 1.4218 3.3086 -5.3990
H 1.1666 3.8804 -6.3013
H 2.3805 2.7927 -5.5518
H 1.5204 3.9859 -4.5443
C -1.2732 -2.9536 -5.4911
H -1.3105 -3.7215 -4.7135
H -1.0046 -3.4211 -6.4480
H -2.2655 -2.4925 -5.5803
C 1.5784 -2.3659 -5.6125
H 2.3199 -1.5531 -5.6613
H 1.5019 -2.8558 -6.5917
H 1.9107 -3.0969 -4.8600
V -0.0590 0.2546 -0.5585
C 0.6259 2.0367 -2.4283
C -0.7313 1.9346 -2.0524
C -1.5724 0.9140 -2.7715
C -1.7505 -0.5252 -2.2056
C -1.0014 -1.5859 -2.9639
C 0.4104 -1.4462 -3.3647
C 1.3011 -0.1944 -3.4211
C 1.4813 0.7726 -2.2306
C 0.8119 -1.5796 -0.0682
H 1.1613 2.9830 -2.5264
H -1.2536 2.6711 -1.4242
H -1.1728 0.7656 -3.8016
H -2.5767 1.3396 -2.9511
H -1.6322 -0.5402 -1.0679
H -2.8235 -0.7597 -2.3905
H -1.2341 -2.6056 -2.6257
H 1.0067 -2.2939 -3.0024
H 0.9611 0.4735 -4.2496
H 2.2873 -0.4721 -3.8482
H 1.4701 0.2571 -1.2318
H 2.5364 1.0757 -2.3369
H 1.6380 -1.6211 0.6485
H 1.0200 -2.2529 -0.9082
H -0.1148 -1.8703 0.4386
N 0.2298 1.1022 0.8563
P 0.0925 1.0593 2.4981
C -1.3646 0.1080 2.9192
C -2.5714 0.3779 2.2530
C -3.7393 -0.2631 2.6486
C -3.7185 -1.1827 3.6946
C -2.5132 -1.4930 4.3194
C -1.3295 -0.8812 3.9136
C 1.6092 0.4000 3.2061
C 1.6943 0.2785 4.6095
C 2.8803 -0.1427 5.2107
C 3.9942 -0.4481 4.4245
C 3.9154 -0.3328 3.0334
C 2.7362 0.1054 2.4207
C -0.0902 2.7234 3.1501
C -1.1912 3.0915 3.9426
C -1.2097 4.3439 4.5644
C -0.1519 5.2416 4.3772
C 0.9163 4.8934 3.5396
C 0.9434 3.6455 2.9147
H -2.5900 1.0940 1.4308
H -4.6740 -0.0210 2.1551
H -4.6409 -1.6486 4.0317
H -2.4885 -2.1996 5.1454
H -0.3862 -1.1484 4.3822
H 0.8244 0.5228 5.2247
H 2.9305 -0.2110 6.2976
H 4.9225 -0.7654 4.9010
H 4.7837 -0.5739 2.4180
H 2.6937 0.2312 1.3362
H -2.0143 2.3867 4.0763
H -2.0523 4.6064 5.2073
H -0.1619 6.2075 4.8901
H 1.7393 5.5935 3.3883
H 1.7691 3.3778 2.2526

| no. | calculated total energy (Ha) |
| --- | --- |
| 1 | -3297.67137 |
| 2 | -3776.98498 |
| 3 | -3307.09490 |